This record from the Open Molecules 2025 dataset describes a molecular structure, C38H36NO7P2PtS2. The level of theory is the ωB97M-V functional and the def2-TZVPD basis.

Cartesian coordinates (Å):
H 3.207 0.352 -3.720
C -2.214 1.752 2.948
C -4.945 3.238 -0.855
H -0.935 3.770 -0.006
H -0.986 3.964 -2.492
C 4.586 -1.134 -2.982
P -1.715 1.834 1.201
O -1.174 -1.344 0.048
C 0.008 -5.022 -3.799
H 5.044 -1.354 -3.936
H -1.278 4.179 1.692
H 4.014 0.531 2.132
C 2.318 1.848 1.868
C 1.722 3.971 1.453
H -3.552 -0.174 0.285
C -1.730 1.199 5.243
C -0.891 -2.951 -2.133
H 0.342 -5.819 -4.447
H 1.573 -5.862 3.215
O -1.731 -0.536 -2.216
C -0.828 3.437 1.028
H -1.075 0.752 5.979
C -0.899 -5.272 -2.787
C 0.849 -2.713 2.212
H 2.658 0.186 3.219
C -3.772 3.188 -0.120
C -3.412 2.339 3.353
H -5.625 -0.079 -1.019
H -0.453 0.710 3.592
H 4.911 -1.694 0.307
C -2.918 1.796 5.641
S 0.862 -1.171 -3.185
H 1.167 3.993 -3.751
H -4.691 2.820 4.999
C -3.936 0.786 -0.036
H 1.237 -3.532 -4.745
H -0.308 -4.251 3.142
H -4.083 2.769 2.621
H 6.104 -1.982 -1.794
C 3.242 -0.482 -3.016
C 3.229 -0.665 -0.452
H -0.947 1.229 -2.066
O -0.732 2.103 -1.707
O 2.399 -1.579 -3.492
C -1.354 -4.243 -1.969
H -5.336 4.193 -1.177
H 3.835 3.423 1.975
H -3.191 1.814 6.687
N 0.970 1.873 1.610
H 3.791 -5.195 2.349
O -3.092 -2.243 -1.067
C 0.612 3.166 1.355
H -2.108 -4.431 -1.218
C 0.501 -3.738 -3.981
C 1.717 -4.873 2.800
H 1.743 5.043 1.349
O 1.044 -0.802 -1.790
O 0.483 -0.189 -4.135
H 1.462 2.313 -3.295
C -5.111 0.839 -0.769
C -0.499 3.023 -2.767
H 1.454 3.585 -2.051
C 2.094 -2.331 1.707
C 2.740 -0.040 -1.623
C 0.665 -3.974 2.759
C -3.759 2.362 4.694
H -1.286 -6.272 -2.647
H 0.011 -2.027 2.161
H -6.522 2.108 -1.767
C 2.819 3.123 1.776
P 2.128 -0.642 1.040
C 4.425 -1.317 -0.583
C 0.051 -2.727 -3.150
C 3.150 -3.241 1.768
H 4.141 -2.986 1.426
C 0.987 3.245 -2.978
C 2.961 -4.503 2.306
C -3.258 1.957 0.284
H -3.267 4.110 0.138
C 2.927 0.518 2.212
H -0.975 2.670 -3.685
S -1.810 -1.637 -1.273
Pt -0.021 0.349 0.760
C 5.138 -1.499 -1.824
C -5.611 2.065 -1.185
C -1.379 1.175 3.903
H 2.090 0.824 -1.548

The HOMO energy comes out at -9.954 eV. Its total charge is +1. The value obtained for the relative energy (zero: lowest compared OMol25 entry of this formula, charge and spin) is 0.00 kcal per mole. The HOMO-LUMO gap is 5.1 eV. Its spin multiplicity is 1. The total energy is -99300.022 eV. The LUMO energy is -4.890 eV.


This record from the Open Molecules 2025 dataset describes 8 unconnected molecules or ions with the total composition H18NO7. The level of theory is the ωB97M-V functional and the def2-TZVPD basis.

Cartesian coordinates (Å):
H -3.609 0.575 -0.692
O -0.490 2.031 1.550
H -1.213 0.717 -1.961
H -0.432 -1.767 -1.936
H 0.881 -0.241 0.566
H -0.569 2.688 2.211
H 2.202 0.682 0.308
O -2.660 0.824 -0.853
H -0.097 -2.186 0.403
N 1.246 0.659 0.237
O -1.913 -0.139 1.554
H 3.742 1.313 -0.754
O -0.468 -2.450 -1.221
O 4.302 0.996 0.012
H -2.849 -0.468 1.549
H -0.444 0.123 -3.328
O 0.197 -1.739 1.243
H 0.716 0.861 -0.739
H -1.335 1.467 1.647
H 0.968 1.444 0.883
H -0.080 -3.190 -1.602
H 0.890 -2.297 1.607
H -1.356 -0.895 1.795
H 4.944 0.236 -0.089
H -2.298 0.345 -0.032
O -0.275 0.410 -2.360

The HOMO energy (alpha / beta) comes out at -2.515 / -11.404 eV. The value obtained for the relative energy (zero: lowest compared OMol25 entry of this formula, charge and spin) is 19.23 kcal per mole. The HOMO-LUMO gap (alpha / beta) is 2.9 / 11.7 eV. Its spin multiplicity is 2. The total energy is -16111.747 eV. The expectation value of S² is 0.75. The LUMO energy (alpha / beta) is 0.382 / 0.284 eV.


This record from the Open Molecules 2025 dataset describes 24 unconnected molecules or ions with the total composition H48O24. The level of theory is the ωB97M-V functional and the def2-TZVPD basis.

Cartesian coordinates (Å):
H -4.660 -3.645 -2.576
O -0.432 -4.757 -1.031
O -2.669 4.463 -1.437
H -1.012 1.991 2.256
H -1.652 -0.393 -5.356
H 3.145 3.814 0.265
O -1.507 -3.365 -3.434
H 1.392 1.223 2.412
O -3.991 -3.472 -1.904
H 0.360 -1.211 3.277
H -1.903 -0.954 -1.237
H 0.568 -0.256 -1.019
H 1.434 -4.467 -1.071
H 4.620 1.156 0.456
H 3.989 -2.136 1.480
O 1.160 2.803 -3.824
O -1.522 -0.271 -4.412
H -0.447 -3.901 -0.580
H 1.228 3.156 -2.930
O 4.223 0.392 0.014
O -0.434 2.190 3.056
O -4.483 2.309 0.554
H -2.394 1.168 -3.116
H -4.099 -2.559 -1.623
H -1.022 1.322 0.228
O -1.583 1.993 0.648
H -0.184 -2.135 2.138
O 1.239 4.471 2.745
H -1.301 2.842 0.296
H -0.703 0.211 -4.300
O 2.240 -0.773 -1.602
H -0.557 1.530 3.751
H -3.585 1.988 -2.656
H -3.545 2.339 0.353
H -2.906 -0.217 -0.382
H 0.607 -0.397 6.039
O 2.327 0.953 2.504
O 0.139 0.165 5.402
H -0.483 4.955 0.850
H 3.161 -4.811 1.824
O 2.803 -5.699 1.736
H 2.416 -0.287 -2.409
O 3.568 3.223 0.894
O -2.735 -1.078 -0.787
H -2.922 4.012 -2.259
H 2.623 -2.545 2.028
O 2.275 -4.403 -1.511
O -2.618 2.000 -2.694
O 3.337 -2.845 1.451
H -2.420 -3.440 -3.175
H 0.707 3.843 3.238
H 0.802 4.232 0.873
H -0.797 -0.030 5.560
H -2.026 -2.277 0.727
H 2.694 -0.233 -0.944
H -4.496 2.129 1.498
H 2.740 -3.651 -1.121
H -1.360 -2.423 -3.621
H -1.714 4.590 -1.531
O -0.187 -0.232 -0.383
H 2.752 -5.809 0.780
H 1.321 3.557 -4.406
H 2.533 0.443 1.706
O -1.583 -2.848 1.373
H -1.952 -3.721 1.184
H 1.575 5.165 3.326
H 0.153 -0.700 0.389
H 4.962 -0.177 -0.244
O 0.080 4.431 0.263
H 2.943 3.046 1.601
H -0.677 -4.565 -1.935
O 0.447 -1.425 2.332

The HOMO energy comes out at -10.207 eV. The value obtained for the relative energy (zero: lowest compared OMol25 entry of this formula, charge and spin) is 35.90 kcal per mole. The HOMO-LUMO gap is 10.0 eV. Its spin multiplicity is 1. The total energy is -49922.532 eV. The LUMO energy is -0.233 eV.